1.
{
  "formula": "C10H20N3O",
  "method": "ωB97M-V/def2-TZVPD",
  "symbols": ["C", "O", "C", "C", "N", "C", "N", "C", "C", "C", "N", "C", "C", "C", "H", "H", "H", "H", "H", "H", "H", "H", "H", "H", "H", "H", "H", "H", "H", "H", "H", "H", "H", "H"],
  "xyz": [[1.335593, 1.862959, -3.940366], [1.047652, 1.172842, -2.745705], [0.587603, 1.857882, -1.670052], [1.179455, 1.138634, -0.398146], [0.452198, -0.124111, 0.011516], [-0.537936, -0.140874, 0.901188], [-1.137238, -1.236770, 1.297402], [-1.849366, -1.366343, 2.359319], [-1.560121, -0.325704, 3.513570], [-1.619126, 0.977725, 2.862337], [-1.022622, 1.042750, 1.521996], [0.721585, -1.366888, -0.673542], [-0.554653, -1.898544, -1.310153], [1.377492, -2.351306, 0.326377], [2.106438, 1.296367, -4.495786], [1.894242, 2.768328, -3.721800], [0.489343, 2.092576, -4.625909], [1.076740, 2.905157, -1.587567], [-0.438645, 2.027177, -1.541824], [2.283790, 1.035480, -0.600441], [1.248965, 1.736500, 0.533855], [-2.686840, -2.170969, 2.531896], [-2.294907, -0.524730, 4.413576], [-0.586171, -0.470053, 3.912018], [-2.585343, 1.325951, 2.671974], [-1.131763, 1.777530, 3.465232], [-0.976295, 1.941588, 1.109109], [1.411295, -1.082552, -1.474537], [-1.040127, -2.809366, -0.748236], [-1.215951, -1.016902, -1.451263], [-0.392648, -2.291223, -2.291327], [0.635850, -2.540443, 1.125125], [2.211313, -1.879138, 0.908650], [1.570198, -3.363531, -0.188487]],
  "forces_ev_per_a": [[0.9, 0.3, -1.0], [-0.3, -1.2, -1.2], [3.2, 1.9, 2.8], [0.1, 0.3, 0.6], [-0.3, 1.3, 0.4], [0.9, 5.1, 1.5], [-2.8, -2.5, 0.7], [0.4, 0.4, 1.4], [-2.3, -3.1, 0.7], [0.6, 2.8, -0.6], [1.6, -3.2, -0.8], [1.0, -1.3, -0.2], [-1.3, -1.3, 0.6], [-0.3, -0.7, 0.0], [-0.8, -0.3, 0.2], [-0.3, 0.6, 0.3], [0.3, -0.3, 0.8], [-0.7, -1.2, -0.4], [-1.9, -0.1, -0.4], [-1.2, -1.0, 0.0], [-0.7, 0.2, -0.7], [1.9, 1.3, -0.8], [1.3, 0.9, -1.9], [1.0, -0.6, 0.2], [-2.0, 0.3, 0.3], [-0.2, -0.7, -0.2], [0.3, 0.5, -0.5], [0.0, -0.2, 0.2], [0.7, 2.2, -0.8], [-0.1, -0.9, 0.2], [0.5, -0.1, -0.7], [0.2, -0.2, -0.6], [-0.2, -0.7, -1.1], [0.2, 1.7, 0.9]],
  "charge": 1,
  "smiles": "COCC/[N+](=C1/N=CCCN1)C(C)C",
  "lumo_ev": -4.22,
  "total_energy_ha": -632.21667,
  "orbital_gap_ha": 0.325
}



2.
{
  "formula": "C18H30NO3PSn",
  "method": "ωB97M-V/def2-TZVPD",
  "symbols": ["Sn", "C", "O", "C", "O", "C", "O", "C", "P", "H", "H", "C", "H", "C", "H", "H", "H", "C", "H", "C", "H", "H", "C", "H", "H", "H", "C", "H", "H", "H", "C", "H", "H", "H", "C", "H", "H", "H", "H", "H", "N", "C", "C", "C", "C", "C", "C", "H", "H", "H", "H", "H", "H", "H"],
  "xyz": [[0.111224, 0.609561, 0.200897], [-2.129625, -0.771231, 0.512570], [-3.250829, -0.912894, 0.702856], [-0.521693, 3.044681, 0.722266], [-0.622081, 4.115768, 1.110135], [2.539328, -0.098696, 0.288187], [3.555202, 0.083028, 0.807578], [-1.776961, 0.447751, -2.675061], [-0.035267, 0.001520, -2.236044], [0.552825, -1.765010, -3.763316], [-2.382201, -0.347895, -2.203695], [1.186934, 1.190539, -3.033955], [0.802726, 1.383138, -4.054388], [-1.927893, 0.355604, -4.199763], [-1.367038, -0.491806, -4.618848], [-1.581411, 1.281463, -4.680967], [-2.988313, 0.207995, -4.454541], [-2.263538, 1.799460, -2.115549], [-1.731583, 2.648944, -2.568886], [1.429241, -2.455676, -1.911247], [-2.178996, 1.883383, -1.021489], [-3.335524, 1.919799, -2.345576], [-1.015941, -2.655871, -2.572358], [1.065062, -3.138991, -1.129608], [2.049456, -3.057908, -2.595475], [2.093133, -1.734996, -1.413176], [0.263789, -1.801331, -2.692732], [-0.762838, -3.723662, -2.668262], [-1.731936, -2.422818, -3.370252], [-1.512636, -2.521677, -1.598825], [2.560381, 0.507327, -3.100880], [2.952572, 0.345962, -2.085911], [3.288079, 1.132748, -3.635601], [2.523467, -0.460089, -3.607620], [1.316803, 2.531952, -2.279966], [0.352530, 2.963987, -2.000130], [1.828727, 3.276555, -2.910054], [1.925740, 2.430210, -1.369885], [0.492897, -2.977607, 0.839938], [0.187132, -2.423015, 1.274050], [-0.019505, -0.226656, 3.358254], [0.008727, 0.016522, 4.699790], [1.233480, -0.099827, 5.400290], [1.219686, -0.127358, 6.780152], [0.010176, 0.004052, 7.467973], [-1.191481, 0.256208, 6.774805], [-1.174038, 0.287788, 5.395492], [0.771828, -0.627636, 2.904477], [-0.925336, -0.297004, 2.881539], [2.149575, -0.159342, 4.824527], [2.167341, -0.292839, 7.302771], [0.000898, -0.025855, 8.542812], [-2.136008, 0.375670, 7.294133], [-2.076269, 0.516090, 4.828584]],
  "forces_ev_per_a": [[0.1, -0.2, 0.6], [-4.2, -0.5, 0.5], [3.7, 0.3, -0.6], [-0.4, 4.2, 1.0], [0.3, -3.5, -1.2], [4.6, 0.9, 2.2], [-3.9, -0.9, -2.1], [-0.3, 0.0, 0.5], [-0.3, 0.3, -2.0], [-0.1, 0.4, 0.4], [0.2, 0.1, -0.2], [0.3, -0.1, 0.2], [0.0, -0.2, 0.4], [0.1, 0.0, -0.3], [-0.2, 0.2, 0.0], [-0.1, -0.3, 0.1], [0.3, 0.1, 0.1], [0.0, 0.0, -0.4], [-0.2, -0.2, 0.1], [0.3, -0.1, 0.2], [0.0, -0.1, 0.0], [0.4, 0.0, 0.1], [-0.2, 0.2, -0.2], [0.0, 0.2, -0.4], [-0.2, 0.3, 0.3], [0.0, -0.2, -0.3], [0.1, -0.4, 0.2], [0.1, 0.4, 0.0], [0.1, -0.1, 0.3], [0.1, -0.1, -0.2], [0.1, -0.2, -0.1], [0.0, 0.1, -0.3], [-0.3, -0.1, 0.1], [0.1, 0.2, 0.0], [-0.4, -0.1, -0.1], [0.0, 0.1, -0.1], [-0.1, -0.3, 0.2], [0.1, -0.1, 0.0], [-0.3, 0.6, 0.5], [0.2, -0.5, -0.4], [-1.2, 0.3, 2.6], [0.3, -0.4, -3.0], [1.4, 0.0, 1.7], [1.8, -0.5, -1.7], [-0.1, 0.2, 0.4], [-1.0, -0.1, -1.8], [-2.1, 0.7, 1.5], [0.7, -0.3, -0.2], [0.5, 0.0, 0.4], [0.2, -0.2, 0.2], [-0.4, 0.2, 0.0], [0.0, -0.1, 0.4], [0.1, 0.1, 0.1], [0.0, -0.2, 0.2]],
  "charge": 4,
  "lumo_ev": [-17.48, -16.50],
  "total_energy_ha": -1538.20857,
  "orbital_gap_ha": [0.137, 0.197]
}



3.
{
  "formula": "C14H23BrFN2O4S2",
  "method": "ωB97M-V/def2-TZVPD",
  "symbols": ["C", "C", "N", "C", "C", "C", "S", "S", "C", "C", "C", "C", "F", "N", "Br", "C", "O", "O", "H", "H", "H", "H", "H", "H", "H", "H", "H", "H", "H", "H", "H", "H", "H", "H", "H", "O", "C", "O", "C", "C", "C", "H", "H", "H", "H", "H", "H"],
  "xyz": [[2.989052, 2.163514, 0.865400], [2.507162, 2.264005, -0.734227], [1.376114, 1.336248, -1.085186], [1.793268, -0.022675, -1.558486], [3.310634, -0.501517, -1.194871], [0.692932, 2.014893, -2.291282], [1.576646, 2.501638, -3.702512], [-1.144738, 2.404825, -2.301016], [-2.085631, 0.876960, -2.840557], [-3.680745, 1.125048, -2.551155], [-4.065138, 1.418176, -0.983851], [-3.925565, 0.122594, 0.013697], [-3.195173, -1.034133, -0.567082], [-3.133645, 0.552553, 1.249734], [-4.184365, 1.656312, 2.340114], [-5.381172, -0.476645, 0.543429], [-6.571853, -0.175160, 0.011174], [-5.340737, -1.449128, 1.658492], [3.338120, 3.196978, 1.298164], [3.922098, 1.420473, 0.843400], [2.181603, 1.623548, 1.542171], [3.418090, 2.257341, -1.481743], [2.058574, 3.368918, -0.817446], [1.059819, -0.805542, -1.033581], [1.637912, -0.215440, -2.726029], [3.419858, -0.593509, -0.019634], [3.444224, -1.597781, -1.639387], [4.161121, 0.179591, -1.678219], [-1.954204, 0.801581, -4.023320], [-1.654196, -0.125821, -2.403600], [-3.997271, 2.101494, -3.158885], [-4.326184, 0.247298, -3.032791], [-3.427783, 2.309818, -0.510648], [-5.186504, 1.824597, -0.988459], [-2.770083, -0.291792, 1.777878], [3.456093, -0.507011, 1.934713], [2.650108, -1.368688, 2.244681], [1.296878, -1.187698, 2.258789], [0.672579, -2.362931, 2.773433], [1.673153, -3.469181, 2.563708], [2.992228, -2.752873, 2.706370], [0.445905, -2.202739, 3.832736], [-0.261323, -2.550087, 2.235456], [1.548750, -4.300402, 3.262811], [1.579216, -3.866294, 1.545627], [3.321912, -2.710896, 3.748176], [3.762261, -3.200460, 2.073814]],
  "forces_ev_per_a": [[0.9, -1.5, -0.9], [0.3, 2.7, 1.4], [0.1, 1.5, -2.8], [0.0, -2.9, -0.3], [0.0, -0.5, 0.1], [1.1, -0.2, -1.6], [-1.8, -0.9, 3.0], [1.0, -0.8, 0.3], [-0.4, -1.4, -1.5], [-0.1, 0.7, -0.1], [-0.4, 0.3, -0.2], [-1.1, -0.2, 1.0], [-1.1, 2.6, 1.0], [0.7, -1.3, -1.4], [0.3, -0.4, -0.1], [-4.9, -4.1, 2.7], [6.1, -0.4, 1.6], [1.0, 5.1, -5.6], [-0.9, -2.0, -1.0], [-2.0, 1.9, 0.4], [1.6, 1.5, -1.6], [-1.8, -0.2, 1.5], [0.9, -2.4, 0.0], [1.5, 1.6, -1.1], [0.3, 0.8, 2.5], [0.0, 0.5, -2.9], [-0.3, 2.3, 0.8], [-2.0, -1.5, 1.2], [-0.2, 0.2, 2.5], [-1.0, 2.2, -0.5], [0.8, -2.0, 1.3], [1.6, 1.7, 1.3], [-1.1, -2.2, -1.2], [2.3, -1.4, 0.2], [-1.4, 1.2, -0.7], [-1.5, -1.4, 0.8], [0.9, 1.4, 0.0], [1.1, 0.3, -0.3], [-0.8, -0.3, 0.2], [-0.1, -0.9, 0.0], [0.0, -0.5, -0.2], [0.0, 0.0, -0.1], [0.1, 0.3, 0.1], [-0.1, 0.1, -0.1], [0.0, 0.0, 0.2], [0.1, 0.1, -0.1], [0.1, 0.3, 0.3]],
  "charge": -1,
  "lumo_ev": 1.25,
  "total_energy_ha": -4427.75727,
  "orbital_gap_ha": 0.207
}



4.
{
  "formula": "C3H5NO2",
  "method": "ωB97M-V/def2-TZVPD",
  "symbols": ["O", "C", "C", "O", "C", "N", "H", "H", "H", "H", "H"],
  "xyz": [[-1.491601, -0.359009, 1.158424], [-0.796723, 0.548860, 0.331983], [0.076915, -0.198621, -0.616891], [-0.150478, -1.472544, -0.537908], [2.261810, 0.318730, -0.810921], [3.135659, 0.720287, -1.467999], [-2.433372, -0.271751, 0.991715], [-1.466351, 1.155517, -0.280416], [-0.231448, 1.253821, 0.938388], [1.929494, -0.055956, 0.121374], [-0.833905, -1.639334, 0.172252]],
  "forces_ev_per_a": [[-0.9, 0.0, 0.7], [0.2, 0.1, 0.2], [-1.4, -0.3, -1.8], [0.1, 0.2, 0.1], [2.6, 0.5, 0.4], [-1.4, -0.3, 0.0], [-0.1, -0.1, 0.2], [0.0, 0.0, -0.1], [0.2, 0.0, 0.1], [0.3, -0.1, 0.4], [0.3, 0.0, -0.1]],
  "lumo_ev": 0.13,
  "total_energy_ha": -322.38234,
  "orbital_gap_ha": 0.318
}



5.
{
  "formula": "C4H4N2",
  "method": "ωB97M-V/def2-TZVPD",
  "symbols": ["C", "C", "C", "C", "H", "H", "H", "H", "N", "N"],
  "xyz": [[-2.010357, 0.844058, 0.299319], [0.379828, -1.082417, -0.688050], [1.579339, -0.352010, -0.321987], [2.451873, 0.227630, 0.288695], [-2.279285, 1.914921, 0.652664], [-2.770035, 0.222372, 0.054675], [0.423074, -2.145813, -0.981411], [3.604891, 0.190440, 0.981304], [-0.707241, 0.729726, 0.154991], [-0.672088, -0.548906, -0.440200]],
  "forces_ev_per_a": [[4.2, 6.5, 1.7], [5.0, -1.1, -0.2], [1.1, -0.3, 0.5], [4.4, -1.3, 2.2], [0.1, -1.9, -0.2], [-1.8, -2.4, -0.9], [0.0, 0.8, -0.3], [-4.5, 0.7, -2.8], [-3.9, -1.3, -0.7], [-4.6, 0.3, 0.5]],
  "lumo_ev": 0.31,
  "total_energy_ha": -264.11269,
  "orbital_gap_ha": 0.368
}



6.
{
  "formula": "C18H22N3",
  "method": "ωB97M-V/def2-TZVPD",
  "symbols": ["C", "C", "C", "C", "C", "N", "C", "C", "C", "N", "C", "C", "H", "H", "H", "H", "H", "H", "H", "H", "H", "H", "H", "H", "C", "N", "C", "C", "C", "C", "C", "C", "C", "H", "H", "H", "H", "H", "H", "H", "H", "H", "H"],
  "xyz": [[3.047151, -2.268260, -1.545344], [2.180836, -3.346539, -1.266740], [0.803046, -3.123872, -1.038373], [0.245759, -1.862457, -1.280370], [-1.222860, -1.688372, -1.102114], [-1.739406, -0.563331, -0.685133], [-3.202186, -0.463387, -0.530330], [-3.939158, -1.782752, -0.412490], [-3.430159, -2.779269, -1.434317], [-1.971501, -2.803318, -1.358106], [1.091151, -0.803552, -1.661185], [2.484167, -0.992991, -1.759596], [4.139408, -2.403687, -1.569767], [2.607033, -4.356387, -1.188686], [0.180664, -3.953744, -0.663710], [-3.433387, 0.167070, 0.340831], [-3.565805, 0.050081, -1.445069], [-3.795081, -2.164537, 0.609058], [-5.016547, -1.621022, -0.571195], [-3.822879, -3.778900, -1.227534], [-3.744821, -2.485396, -2.450892], [-1.499273, -3.528173, -1.886652], [0.667409, 0.191234, -1.853096], [3.146122, -0.147109, -1.984680], [-1.347811, 2.697890, 0.924737], [-0.151167, 1.826580, 0.929088], [1.103153, 2.333387, 1.369650], [2.296694, 1.577941, 1.262041], [3.507561, 2.165796, 1.700980], [3.529725, 3.486803, 2.187586], [2.328774, 4.189271, 2.340300], [1.106845, 3.571877, 2.024173], [-0.375028, 0.539657, 0.736757], [-1.052860, 3.727298, 0.694786], [-2.057306, 2.305772, 0.164738], [-1.871101, 2.722826, 1.910235], [2.303872, 0.559620, 0.866984], [4.417125, 1.553355, 1.654391], [4.483386, 3.925554, 2.492964], [2.329771, 5.219152, 2.723197], [0.161149, 4.058911, 2.303156], [0.489243, -0.155828, 0.634404], [-1.411708, 0.202793, 1.045343]],
  "forces_ev_per_a": [[-0.8, 0.1, 0.0], [0.1, 0.4, 0.3], [0.8, -0.4, -0.4], [0.5, 0.0, 0.1], [-1.2, 0.5, 0.2], [0.6, -1.2, -1.4], [0.2, 0.5, -1.1], [-0.3, -0.2, 0.5], [0.2, 0.2, -0.1], [0.4, -0.2, -0.3], [0.4, 0.0, 0.0], [-0.2, -0.3, 0.3], [-0.7, 0.0, -0.2], [-0.3, 0.5, 0.2], [0.4, 0.5, -0.4], [0.1, 0.0, -0.2], [0.1, 0.0, 0.6], [-0.1, -0.1, -0.3], [0.4, 0.0, 0.2], [0.1, 0.1, -0.1], [0.0, -0.1, 0.3], [-0.2, 0.2, 0.2], [0.1, -0.5, 0.0], [-0.4, -0.3, 0.0], [-0.7, 0.1, 0.3], [-1.0, -1.3, -0.3], [1.4, 0.2, 0.2], [0.2, 1.0, 0.3], [-0.9, -0.2, -0.2], [-0.2, -0.4, -0.1], [0.0, -0.3, 0.1], [0.3, 0.3, -0.3], [-1.3, 0.0, 2.2], [-0.1, -0.4, -0.2], [0.6, 0.4, 0.5], [0.5, -0.2, -0.6], [0.1, 0.4, 0.0], [-0.4, 0.5, 0.0], [-0.4, -0.1, -0.2], [0.0, -0.6, 0.0], [0.7, -0.1, -0.4], [-1.1, 0.6, 0.3], [2.1, 0.5, -0.1]],
  "charge": 1,
  "lumo_ev": -3.60,
  "total_energy_ha": -863.08425,
  "orbital_gap_ha": 0.299
}